No. 1
C26H55F5N5O8S | the ωB97M-V functional and the def2-TZVPD basis

Summary:
net charge	+1
HOMO-LUMO gap	7.85	eV
molar mass	692.81	g/mol
LUMO	-2.65	eV

Element x y z (Å)
1 C 0.17 -0.32 1.92
2 O -1.06 0.40 1.91
3 C -0.94 1.69 1.37
4 C -2.22 2.11 0.62
5 C -3.33 1.06 0.64
6 C -3.10 -0.20 -0.23
7 C -1.95 -0.12 -1.21
8 C -2.30 0.67 -2.47
9 C -1.01 1.06 -3.24
10 C -1.09 2.53 -3.57
11 N 0.18 3.03 -4.29
12 C 1.24 3.29 -3.25
13 C 2.68 3.00 -3.65
14 C 2.93 1.63 -4.28
15 S 2.70 0.30 -3.10
16 O 2.40 0.86 -1.81
17 O 1.76 -0.62 -3.65
18 O 4.12 -0.38 -3.06
19 C -0.20 4.24 -5.10
20 F -0.93 5.07 -4.33
21 F -0.94 3.78 -6.14
22 C 1.01 5.01 -5.71
23 F 0.51 5.83 -6.65
24 F 1.66 5.75 -4.80
25 F 1.84 4.12 -6.31
26 H 0.29 -0.88 1.00
27 H 0.16 -0.99 2.77
28 H 1.03 0.34 2.05
29 H -0.12 1.68 0.64
30 H -0.66 2.43 2.12
31 H -1.98 2.46 -0.38
32 H -2.62 2.97 1.15
33 H -4.26 1.55 0.36
34 H -3.46 0.75 1.67
35 H -3.01 -1.07 0.41
36 H -4.01 -0.36 -0.81
37 H -1.03 0.24 -0.76
38 H -1.74 -1.13 -1.55
39 H -2.87 0.03 -3.13
40 H -2.85 1.58 -2.24
41 H -0.85 0.45 -4.12
42 H -0.16 0.86 -2.58
43 H -1.15 3.10 -2.64
44 H -1.98 2.73 -4.15
45 H 0.41 2.29 -4.96
46 H 1.13 4.32 -2.94
47 H 1.01 2.68 -2.39
48 H 3.12 3.75 -4.29
49 H 3.23 3.02 -2.72
50 H 2.32 1.37 -5.13
51 H 3.97 1.60 -4.60
52 H 3.98 -1.30 -2.80
53 C -2.73 -3.23 2.83
54 C -1.52 -3.37 3.72
55 O -0.38 -3.36 3.27
56 N -1.73 -3.51 5.05
57 C -3.00 -3.55 5.76
58 H -2.39 -3.13 1.80
59 H -3.37 -4.11 2.90
60 H -3.31 -2.35 3.10
61 H -0.88 -3.61 5.58
62 H -3.03 -2.74 6.49
63 H -3.09 -4.50 6.28
64 H -3.84 -3.43 5.08
65 C 1.52 -8.65 4.30
66 C 0.90 -7.28 4.43
67 O 0.95 -6.64 5.47
68 N 0.28 -6.76 3.34
69 C 0.11 -7.36 2.03
70 H 1.98 -8.91 5.25
71 H 0.77 -9.39 4.05
72 H 2.30 -8.65 3.53
73 H -0.11 -5.84 3.49
74 H 0.57 -6.72 1.27
75 H -0.95 -7.46 1.79
76 H 0.57 -8.34 1.99
77 C -3.99 -0.97 11.24
78 C -3.74 -1.02 9.75
79 O -4.62 -0.79 8.94
80 N -2.49 -1.33 9.33
81 C -1.31 -1.64 10.13
82 H -5.03 -0.71 11.41
83 H -3.79 -1.94 11.69
84 H -3.35 -0.22 11.71
85 H -2.40 -1.35 8.33
86 H -0.52 -0.93 9.91
87 H -0.95 -2.64 9.89
88 H -1.54 -1.59 11.19
89 C 6.23 5.51 -9.81
90 C 6.19 4.99 -8.39
91 O 7.18 4.89 -7.70
92 N 4.97 4.61 -7.89
93 C 3.68 4.64 -8.54
94 H 7.25 5.76 -10.05
95 H 5.88 4.75 -10.51
96 H 5.61 6.40 -9.90
97 H 5.03 4.27 -6.95
98 H 3.00 5.28 -7.98
99 H 3.26 3.63 -8.57
100 H 3.75 5.02 -9.55

Atom charges from the Löwdin analysis, given in e for atoms 1 to 4: number 1, C, carries -0.080; number 2, O, carries -0.195; number 3, C, carries -0.232; number 4, C, carries -0.166


No. 2
C26H56Br22N3 | the ωB97M-V functional and the def2-TZVPD basis

Summary:
net charge	+1
HOMO-LUMO gap	7.92	eV
molar mass	2168.64	g/mol
LUMO	-3.12	eV

Element x y z (Å)
1 N -2.57 0.36 -2.08
2 C -1.53 -0.64 -2.15
3 C -0.17 0.06 -2.07
4 N 0.82 -1.04 -1.84
5 C 0.82 -2.05 -2.94
6 C -0.58 -2.44 -3.44
7 N -1.59 -1.40 -3.36
8 H -2.78 0.52 -1.10
9 H -3.42 0.01 -2.49
10 H -1.58 -1.31 -1.28
11 H -0.11 0.82 -1.30
12 H 0.06 0.50 -3.04
13 H 0.62 -1.46 -0.93
14 H 1.76 -0.63 -1.77
15 H 1.29 -2.95 -2.53
16 H 1.47 -1.73 -3.74
17 H -0.46 -2.67 -4.49
18 H -0.94 -3.35 -2.97
19 H -1.61 -0.80 -4.18
20 Br -0.95 2.95 3.85
21 C -0.39 1.20 3.24
22 C -0.78 1.01 1.80
23 Br -2.68 0.62 1.60
24 H -0.83 0.46 3.90
25 H 0.70 1.19 3.35
26 H -0.26 0.14 1.37
27 H -0.57 1.88 1.20
28 Br 1.88 3.24 1.26
29 C 1.54 4.78 0.11
30 C 0.49 4.46 -0.92
31 Br 1.19 3.32 -2.33
32 H 2.50 5.06 -0.32
33 H 1.20 5.57 0.78
34 H 0.17 5.37 -1.41
35 H -0.37 3.95 -0.50
36 Br 0.43 -5.65 -6.01
37 C -0.99 -5.19 -7.27
38 C -0.59 -4.09 -8.21
39 Br -0.54 -2.35 -7.33
40 H -1.86 -4.94 -6.67
41 H -1.19 -6.10 -7.83
42 H -1.32 -3.99 -9.01
43 H 0.40 -4.23 -8.64
44 Br 4.07 -7.55 -0.34
45 C 3.09 -5.98 -0.91
46 C 2.14 -6.28 -2.04
47 Br 3.09 -6.49 -3.72
48 H 3.82 -5.23 -1.17
49 H 2.53 -5.65 -0.03
50 H 1.45 -5.46 -2.20
51 H 1.58 -7.20 -1.88
52 Br 4.31 -2.88 -4.70
53 C 6.23 -3.17 -4.69
54 C 6.64 -4.09 -3.57
55 Br 6.59 -3.21 -1.84
56 H 6.69 -2.19 -4.62
57 H 6.47 -3.61 -5.65
58 H 7.67 -4.42 -3.70
59 H 5.99 -4.96 -3.49
60 Br -6.02 -0.41 0.83
61 C -5.38 -1.56 2.26
62 C -6.44 -2.54 2.69
63 Br -7.81 -1.68 3.76
64 H -5.06 -0.91 3.07
65 H -4.52 -2.09 1.85
66 H -6.01 -3.31 3.33
67 H -6.95 -3.01 1.85
68 Br 2.60 7.78 2.51
69 C 4.34 7.07 2.01
70 C 5.01 7.89 0.95
71 Br 4.22 7.59 -0.81
72 H 4.18 6.04 1.70
73 H 4.93 7.08 2.93
74 H 6.05 7.62 0.85
75 H 4.93 8.96 1.14
76 Br -1.80 7.21 -6.56
77 C -0.15 6.19 -6.43
78 C 0.03 5.60 -5.06
79 Br 0.58 6.95 -3.77
80 H 0.65 6.86 -6.71
81 H -0.24 5.40 -7.17
82 H 0.83 4.86 -5.06
83 H -0.88 5.15 -4.67
84 Br -9.23 1.07 5.84
85 C -8.56 -0.05 7.27
86 C -9.58 -1.06 7.73
87 Br -10.96 -0.23 8.83
88 H -8.25 0.60 8.08
89 H -7.69 -0.56 6.86
90 H -9.12 -1.81 8.36
91 H -10.09 -1.54 6.90
92 Br -7.13 0.30 10.52
93 C -7.27 2.23 10.64
94 C -6.03 2.92 10.13
95 Br -4.56 2.79 11.40
96 H -7.48 2.47 11.67
97 H -8.13 2.50 10.02
98 H -6.21 3.98 10.00
99 H -5.67 2.49 9.20
100 Br 11.22 -3.80 2.10
101 C 10.31 -2.17 1.57
102 C 9.43 -2.38 0.36
103 Br 10.48 -2.51 -1.27
104 H 11.07 -1.42 1.40
105 H 9.70 -1.88 2.43
106 H 8.77 -1.53 0.22
107 H 8.85 -3.29 0.43

Atom charges from the Löwdin analysis, given in e for atoms 1 to 4: number 1, N, carries 0.085; number 2, C, carries -0.456; number 3, C, carries -0.105; number 4, N, carries 0.072


No. 3
C26H56CaF4N5NaO10S2 | the ωB97M-V functional and the def2-TZVPD basis

Summary:
net charge	-1
2S+1	2
HOMO-LUMO gap (alpha / beta)	1.89 / 3.53	eV
molar mass	801.95	g/mol
LUMO (alpha / beta)	-2.69 / -1.13	eV

Element x y z (Å)
1 C 2.15 -3.08 4.02
2 C 3.15 -1.81 4.37
3 S 3.91 -1.06 2.83
4 C 5.59 -1.78 2.44
5 C 5.77 -2.36 0.92
6 C 4.93 -1.56 -0.24
7 C 3.39 -2.17 -0.48
8 C 2.51 -1.01 -1.29
9 N 1.07 -1.49 -1.54
10 C 5.11 -3.90 0.95
11 O 5.31 -4.73 -0.11
12 O 4.31 -4.43 2.05
13 N 7.25 -2.55 0.64
14 C 7.88 -1.36 -0.05
15 N 7.66 -0.02 0.62
16 O 7.98 -2.74 1.75
17 C 8.32 -4.14 1.99
18 C 9.19 -4.88 0.82
19 C 8.33 -6.10 0.06
20 O 9.83 -3.99 -0.16
21 H 1.14 -3.08 4.62
22 H 2.79 -4.06 4.21
23 H 1.99 -3.07 2.83
24 H 3.92 -2.10 5.20
25 H 2.45 -0.98 4.85
26 H 5.78 -2.64 3.25
27 H 6.38 -0.93 2.74
28 H 5.42 -1.61 -1.32
29 H 4.81 -0.42 0.11
30 H 2.81 -2.38 0.51
31 H 3.41 -3.12 -1.17
32 H 2.98 -0.82 -2.36
33 H 2.49 0.02 -0.72
34 H 0.63 -1.81 -0.65
35 H 1.13 -2.38 -2.12
36 H 9.07 -1.50 -0.09
37 H 7.57 -1.24 -1.19
38 H 8.54 0.20 1.13
39 H 7.55 0.73 -0.12
40 H 8.99 -4.16 2.98
41 H 7.40 -4.84 2.23
42 H 10.08 -5.45 1.37
43 H 8.26 -5.94 -1.10
44 H 8.94 -7.12 0.21
45 H 7.29 -6.28 0.59
46 H 9.24 -3.99 -0.97
47 C -4.55 -1.86 -0.82
48 C -3.25 -1.44 -1.51
49 C -2.96 -2.22 -2.81
50 O -2.47 -3.55 -2.61
51 C -3.48 -4.50 -2.33
52 N -2.14 -1.56 -0.55
53 H -4.45 -2.81 -0.28
54 H -4.85 -1.11 -0.08
55 H -5.36 -1.96 -1.54
56 H -3.36 -0.38 -1.78
57 H -2.16 -1.69 -3.35
58 H -3.83 -2.22 -3.48
59 H -4.42 -4.29 -2.86
60 H -3.66 -4.55 -1.25
61 H -3.12 -5.49 -2.64
62 H -1.30 -1.18 -0.98
63 H -1.93 -2.55 -0.45
64 Na -4.38 1.39 -1.78
65 Ca 9.22 -8.61 1.57
66 C -9.90 4.95 -2.13
67 C -8.57 5.31 -1.40
68 C -8.76 6.58 -0.52
69 C -8.84 7.88 -1.33
70 C -7.64 8.00 -2.25
71 C -7.45 6.76 -3.17
72 N -7.47 5.47 -2.41
73 O -6.25 5.36 -1.72
74 C -8.56 6.77 -4.26
75 C -6.13 6.94 -4.00
76 C -8.35 4.10 -0.43
77 H -10.64 5.76 -2.07
78 H -9.74 4.72 -3.19
79 H -10.38 4.05 -1.72
80 H -7.93 6.67 0.19
81 H -9.67 6.49 0.09
82 H -9.77 7.92 -1.90
83 H -8.86 8.73 -0.64
84 H -7.75 8.91 -2.87
85 H -6.73 8.17 -1.65
86 H -8.51 5.86 -4.88
87 H -8.45 7.63 -4.93
88 H -9.57 6.85 -3.85
89 H -5.25 7.08 -3.37
90 H -6.19 7.82 -4.65
91 H -5.96 6.07 -4.65
92 H -8.20 3.17 -0.98
93 H -9.22 3.96 0.22
94 H -7.49 4.25 0.24
95 C 6.41 -0.92 6.75
96 F 6.08 -2.15 6.25
97 F 7.77 -0.81 6.59
98 F 5.86 -0.01 5.88
99 S 5.85 -0.67 8.51
100 O 6.53 -1.72 9.29
101 O 4.39 -0.82 8.49
102 O 6.28 0.68 8.88
103 F -5.58 -4.88 -0.71
104 O -4.04 1.70 -5.01
105 H -3.56 2.06 -5.74

Atom charges from the Löwdin analysis, given in e for atoms 1 to 4: number 1, C, carries -0.196; number 2, C, carries -0.510; number 3, S, carries 0.773; number 4, C, carries -0.406


Taking the records one at a time from the top gives calculated total energy values of -2796.66704 -57816.63977 -4085.51543 hartree.